{"formula": "C34H85ClN5O11", "method": "ωB97M-V with the def2-TZVPD basis set", "total_energy_ha": -2907.07853, "homo_ha": -0.52800, "orbital_gap_ev": 9.53, "largest_force_ha_per_bohr": 0.0626, "charge": 3, "symbols": ["C", "O", "C", "C", "N", "H", "H", "C", "C", "O", "C", "H", "H", "H", "H", "H", "H", "H", "H", "H", "H", "H", "H", "H", "H", "C", "O", "C", "C", "N", "H", "H", "C", "C", "O", "C", "H", "H", "H", "H", "H", "H", "H", "H", "H", "H", "H", "H", "H", "H", "C", "O", "C", "C", "N", "H", "H", "C", "C", "O", "C", "H", "H", "H", "H", "H", "H", "H", "H", "H", "H", "H", "H", "H", "H", "C", "O", "C", "C", "N", "H", "H", "C", "C", "O", "C", "H", "H", "H", "H", "H", "H", "H", "H", "H", "H", "H", "H", "H", "H", "C", "C", "C", "C", "N", "C", "C", "C", "C", "C", "H", "H", "H", "H", "H", "H", "H", "H", "H", "H", "H", "H", "H", "H", "H", "H", "H", "H", "H", "H", "Cl", "O", "C", "O", "O", "H"], "positions_angstrom": [[-3.6081, 2.0349, -2.8072], [-3.2261, 0.9908, -1.8887], [-1.9002, 0.9901, -1.4808], [-1.7716, -0.2659, -0.6257], [-2.5489, -1.3854, -1.2748], [-2.8365, -2.0272, -0.5455], [-3.3966, -0.9734, -1.6922], [-1.7435, -2.1545, -2.2229], [-2.6282, -3.3620, -2.6862], [-3.0711, -4.0216, -1.4569], [-3.6679, -5.2839, -1.6167], [-3.0037, 2.0912, -3.7489], [-3.6054, 3.0134, -2.3052], [-4.6454, 1.7692, -2.9832], [-1.6286, 1.8404, -0.8519], [-1.1970, 0.9877, -2.3554], [-2.2349, -0.0686, 0.3502], [-0.7514, -0.5705, -0.5049], [-0.8874, -2.5911, -1.7076], [-1.3463, -1.5939, -3.0192], [-1.9496, -3.9876, -3.3322], [-3.4982, -2.9501, -3.2979], [-4.4575, -5.2134, -2.3941], [-4.1111, -5.6555, -0.6425], [-2.9178, -5.9457, -1.9579], [6.0269, -3.5102, -10.4672], [7.2867, -2.9363, -10.7342], [7.3651, -2.3464, -12.0278], [8.7143, -2.6498, -12.5792], [9.7915, -2.1688, -11.5868], [10.1328, -1.2011, -11.8191], [9.3057, -2.0802, -10.6928], [10.8579, -3.2521, -11.3537], [11.5501, -2.9363, -10.0523], [11.6252, -1.5918, -9.8607], [12.0167, -0.8805, -8.7390], [6.1486, -4.1182, -9.5227], [5.4164, -3.9360, -11.2529], [5.4095, -2.6968, -10.1408], [7.3069, -1.2493, -12.0083], [6.5532, -2.6330, -12.6714], [8.7719, -2.1410, -13.5379], [8.9802, -3.7121, -12.7548], [11.4187, -3.2304, -12.2413], [10.3385, -4.2403, -11.2911], [12.4935, -3.4410, -10.1258], [11.1401, -3.4354, -9.1348], [12.3227, -1.4173, -7.8638], [11.2106, -0.1279, -8.6717], [12.9478, -0.3025, -9.0156], [-2.0367, -1.3444, 8.6957], [-2.5019, -0.1758, 7.9957], [-1.7552, 1.0393, 8.2419], [-1.1478, 1.3203, 6.8327], [-2.2051, 1.2235, 5.8006], [-1.7991, 1.0090, 4.8748], [-2.8826, 0.4976, 6.0599], [-3.0166, 2.5129, 5.4495], [-4.3851, 1.9901, 5.2714], [-4.8312, 1.4578, 6.5565], [-6.2564, 1.2640, 6.7535], [-0.9791, -1.3649, 8.5486], [-2.5974, -2.1557, 8.3321], [-2.1228, -1.2433, 9.7271], [-0.9299, 0.9820, 8.9519], [-2.4733, 1.8208, 8.5732], [-0.3219, 0.6014, 6.6551], [-0.7559, 2.3533, 6.7506], [-2.5285, 2.8282, 4.5670], [-2.9366, 3.1692, 6.3221], [-4.3788, 1.1321, 4.5542], [-5.0670, 2.7124, 4.8957], [-6.3366, 0.6651, 7.7183], [-6.6732, 0.6635, 5.9396], [-6.7510, 2.2413, 6.8149], [-4.9118, -0.1544, 1.6124], [-3.9607, -1.2468, 1.4475], [-4.2312, -2.3170, 2.3925], [-2.9136, -3.0322, 2.5652], [-1.9836, -2.1340, 3.3419], [-1.7209, -1.2515, 2.8005], [-2.7290, -1.4632, 4.2416], [-0.7843, -2.8902, 3.7781], [0.2239, -2.0400, 4.4307], [0.0009, -1.9372, 5.7909], [0.7611, -2.9255, 6.5746], [-5.2894, 0.1994, 0.6961], [-4.3203, 0.7357, 2.0276], [-5.6921, -0.5348, 2.3256], [-5.0148, -2.9152, 1.9627], [-4.6565, -1.8621, 3.3279], [-2.5127, -3.1837, 1.5166], [-2.9360, -4.0229, 3.0921], [-0.3343, -3.3323, 2.9152], [-1.1401, -3.6630, 4.4547], [0.2420, -1.0285, 3.9900], [1.2508, -2.4150, 4.3560], [0.5687, -2.9310, 7.6268], [1.8985, -2.9862, 6.4367], [0.4996, -3.9580, 6.2948], [-4.4237, 4.9901, -0.7913], [-3.5516, 4.4250, 0.3300], [-2.1142, 4.9643, 0.2574], [-1.2966, 4.3302, 1.3776], [0.1722, 4.5776, 1.2240], [0.8525, 3.7676, 0.0691], [1.7172, 2.7189, 0.7031], [2.2390, 3.4099, 1.8904], [1.0079, 4.0967, 2.4479], [0.4613, 5.9962, 1.0677], [-5.3160, 4.3990, -0.9192], [-3.9098, 5.0587, -1.7771], [-4.6796, 6.0082, -0.5067], [-3.4425, 3.3563, 0.1203], [-3.9525, 4.6475, 1.3464], [-2.2723, 5.9842, 0.3950], [-1.7480, 4.8542, -0.7905], [-1.3830, 3.2348, 1.6231], [-1.5356, 4.8085, 2.3202], [1.5059, 4.4964, -0.4260], [0.0377, 3.5245, -0.6326], [2.4843, 2.4200, 0.0144], [1.0270, 1.9146, 0.9436], [3.0103, 4.1339, 1.7054], [2.6060, 2.6545, 2.5984], [1.2089, 4.9893, 3.0032], [0.3996, 3.4604, 3.0363], [0.1033, 6.4605, 1.9359], [-0.0168, 6.3500, 0.1506], [1.5292, 6.0779, 0.9000], [-1.1127, 1.0433, 2.7283], [-4.9210, -1.5690, 6.6869], [-3.9828, -2.0514, 5.7997], [-3.4089, -1.0397, 5.0961], [-3.6918, -3.2134, 5.7239], [-4.7456, -0.6226, 6.6612]]}

{"formula": "C34H86BFN9O6P4", "method": "ωB97M-V with the def2-TZVPD basis set", "total_energy_ha": -3781.10856, "homo_ha": -0.36251, "orbital_gap_ev": 7.69, "largest_force_ha_per_bohr": 0.1300, "charge": 1, "symbols": ["C", "C", "O", "C", "C", "C", "C", "P", "C", "C", "C", "C", "N", "C", "C", "F", "C", "C", "C", "O", "C", "C", "C", "C", "C", "N", "C", "B", "N", "O", "P", "C", "O", "H", "H", "H", "H", "H", "H", "H", "H", "H", "H", "H", "H", "H", "H", "H", "H", "H", "H", "H", "H", "H", "H", "H", "H", "H", "H", "H", "H", "H", "H", "H", "H", "H", "H", "H", "H", "H", "H", "H", "H", "H", "H", "H", "H", "H", "H", "H", "H", "H", "H", "O", "P", "N", "C", "C", "N", "C", "C", "N", "C", "C", "H", "H", "H", "H", "H", "H", "H", "H", "H", "H", "H", "H", "H", "H", "H", "H", "H", "H", "O", "P", "N", "C", "C", "N", "C", "C", "N", "C", "C", "H", "H", "H", "H", "H", "H", "H", "H", "H", "H", "H", "H", "H", "H", "H", "H", "H", "H"], "positions_angstrom": [[2.5113, 5.8319, 2.9691], [1.0861, 5.4331, 3.3302], [1.1632, 4.6611, 4.5165], [-0.0832, 4.2973, 5.0539], [-0.8945, 3.3447, 4.1766], [-0.1051, 2.1228, 3.6935], [-0.7983, 1.5734, 2.4119], [-0.4096, 2.5119, 0.8294], [-1.5397, 3.9539, 0.6454], [-1.3624, 4.6355, -0.7319], [-0.5891, 1.5638, -0.7468], [-2.0058, 1.5560, -1.4141], [-0.7838, 0.0479, 2.4830], [0.2675, -0.6727, 1.7255], [1.5984, -0.0076, 1.3870], [2.0188, 1.0521, 2.1415], [-2.1467, -0.2933, 1.9049], [-2.4061, -1.7566, 1.5075], [-2.4503, -1.8779, -0.0362], [-3.6922, -2.1350, 1.9768], [-0.8205, -0.1306, 3.9789], [-0.7910, -1.5573, 4.5443], [-1.7470, -1.8574, 5.7036], [-3.2550, -1.7729, 5.3899], [-4.0151, -0.5230, 5.8587], [-5.4271, -0.9015, 6.1105], [0.0811, 0.9121, 4.6943], [-0.4227, 1.2658, 6.1903], [-1.8116, 1.6815, 6.4488], [0.4293, 1.1695, 7.2816], [1.8736, 0.3379, 5.0399], [2.9839, 1.7436, 4.6557], [2.2252, -0.8864, 3.9443], [3.1169, 4.9321, 3.0573], [2.8568, 6.5480, 3.7122], [2.5402, 6.2413, 1.9639], [0.4300, 6.3029, 3.4407], [0.7120, 4.8128, 2.5061], [0.0797, 3.9160, 6.0654], [-0.6958, 5.2002, 5.1851], [-1.8644, 3.1024, 4.6075], [-1.1480, 3.9160, 3.2794], [0.8483, 2.5642, 3.4114], [-1.8298, 1.8837, 2.6140], [-1.3418, 4.7212, 1.3885], [-2.5825, 3.6481, 0.7755], [-1.0790, 5.6772, -0.6178], [-0.6156, 4.1454, -1.3545], [-2.2961, 4.5909, -1.2874], [-0.2408, 0.5346, -0.7301], [0.0585, 2.0756, -1.4571], [-2.8076, 1.6696, -0.6841], [-2.1147, 0.6220, -1.9601], [-2.0754, 2.3803, -2.1180], [0.5067, -1.5890, 2.2592], [-0.0726, -1.0459, 0.7627], [2.3654, -0.7785, 1.4180], [1.6010, 0.3244, 0.3484], [-2.9319, -0.0209, 2.6079], [-2.3357, 0.3223, 1.0301], [-1.6402, -2.4741, 1.8036], [-2.9840, -2.8021, -0.2617], [-1.4611, -1.9878, -0.4839], [-3.0341, -1.0766, -0.4833], [-3.7264, -3.0925, 2.0328], [-1.7952, 0.2123, 4.3418], [0.2135, -1.8140, 4.8773], [-1.0147, -2.3073, 3.7846], [-1.5380, -1.3071, 6.6274], [-1.5591, -2.9017, 5.9558], [-3.4778, -1.9337, 4.3331], [-3.7363, -2.5908, 5.9243], [-3.6118, -0.2570, 6.8338], [-3.9525, 0.3086, 5.1578], [-5.7078, -0.4953, 6.9904], [-6.0316, -0.5651, 5.3753], [-1.8024, 2.6854, 6.6212], [-2.0760, 1.2952, 7.3527], [0.3377, 0.2950, 7.6759], [2.4625, 2.7007, 4.6663], [3.4860, 1.6097, 3.7019], [3.7593, 1.7915, 5.4184], [2.7192, -1.5503, 4.4272], [-1.1020, 0.3710, -5.0982], [-0.4614, 1.0267, -6.2999], [1.1648, 0.6468, -6.0176], [2.2608, 1.5713, -5.8823], [1.4849, -0.7122, -5.6235], [-0.8653, 2.6698, -5.9369], [-0.1878, 3.3317, -4.8467], [-2.3044, 2.8751, -5.8199], [-0.2108, 1.4100, -7.9710], [-0.1100, 0.2406, -8.8567], [-0.8738, 2.5130, -8.6667], [2.1402, 2.4367, -6.5358], [3.2014, 1.0953, -6.1752], [2.3711, 1.9192, -4.8474], [2.2534, -1.1250, -6.2872], [0.6123, -1.3581, -5.6995], [1.8446, -0.7725, -4.5874], [-0.2012, 2.7014, -3.9424], [-0.6701, 4.2831, -4.6143], [0.8417, 3.5886, -5.0915], [-2.7015, 2.4964, -4.8700], [-2.8337, 2.3611, -6.6268], [-2.5380, 3.9383, -5.9094], [0.6563, 0.4173, -9.6135], [-1.0575, 0.0232, -9.3568], [0.1807, -0.6500, -8.2971], [-0.5898, 3.4677, -8.2375], [-1.9636, 2.4279, -8.6626], [-0.5434, 2.5189, -9.7072], [1.5004, -3.0395, -1.1108], [2.2237, -4.3595, -1.4049], [3.3119, -3.7381, -2.5651], [3.3458, -4.1376, -3.9446], [4.0966, -2.5549, -2.2730], [0.8509, -5.1561, -2.1207], [0.3250, -4.6942, -3.3978], [-0.2322, -5.3225, -1.1615], [3.1334, -5.8593, -1.4424], [4.3552, -5.8560, -0.6257], [2.5248, -7.1910, -1.4215], [3.0925, -5.1906, -4.0679], [4.3366, -4.0157, -4.3931], [2.6361, -3.5296, -4.5192], [5.1619, -2.7596, -2.4243], [3.9679, -2.2457, -1.2369], [3.8115, -1.7049, -2.9070], [0.1717, -3.6074, -3.4266], [-0.6321, -5.1794, -3.5946], [0.9748, -4.9837, -4.2199], [-0.7832, -4.3885, -0.9894], [0.1595, -5.6609, -0.1955], [-0.9282, -6.0883, -1.5105], [5.1485, -6.3906, -1.1509], [4.1972, -6.3261, 0.3485], [4.7054, -4.8378, -0.4506], [1.9143, -7.3495, -2.3038], [1.9187, -7.3695, -0.5295], [3.3190, -7.9406, -1.4409]]}

{"formula": "C34H90FIN2O12", "method": "ωB97M-V with the def2-TZVPD basis set", "total_energy_ha": -2758.99461, "homo_ha": -0.30878, "orbital_gap_ev": 8.86, "largest_force_ha_per_bohr": 0.1179, "charge": 0, "symbols": ["C", "C", "C", "C", "C", "O", "C", "C", "I", "C", "C", "C", "N", "N", "C", "C", "F", "H", "H", "H", "H", "H", "H", "H", "H", "H", "H", "H", "H", "H", "H", "H", "H", "H", "H", "H", "H", "H", "H", "H", "H", "C", "C", "O", "H", "H", "H", "H", "H", "H", "C", "C", "O", "H", "H", "H", "H", "H", "H", "C", "C", "O", "H", "H", "H", "H", "H", "H", "C", "C", "O", "H", "H", "H", "H", "H", "H", "C", "C", "O", "H", "H", "H", "H", "H", "H", "C", "C", "O", "H", "H", "H", "H", "H", "H", "C", "C", "O", "H", "H", "H", "H", "H", "H", "C", "C", "O", "H", "H", "H", "H", "H", "H", "C", "C", "O", "H", "H", "H", "H", "H", "H", "C", "C", "O", "H", "H", "H", "H", "H", "H", "C", "C", "O", "H", "H", "H", "H", "H", "H"], "positions_angstrom": [[-4.6525, 1.5592, 1.7576], [-3.5781, 0.7988, 0.7253], [-2.2338, 0.5076, 1.6136], [-2.6377, -0.7339, 2.6586], [-0.9375, -0.0362, 0.7531], [-0.8681, 0.4388, -0.6332], [-0.6998, 1.8838, -0.7603], [-1.5942, 2.3283, -2.1039], [1.3828, 2.4899, -1.2949], [0.5002, 0.0622, 1.5800], [1.7106, -0.7325, 0.7541], [1.4521, -2.3839, 0.7025], [1.3951, -2.9962, -0.5559], [0.8741, 1.4479, 2.0333], [2.0406, 1.4652, 3.0000], [1.8353, 2.4415, 4.3025], [1.0853, 3.6935, 4.0281], [-4.0657, 2.1487, 2.6133], [-5.4454, 0.8268, 2.2117], [-5.1840, 2.4044, 1.1163], [-4.1357, -0.1607, 0.3506], [-3.4380, 1.5401, -0.1692], [-2.0282, 1.4437, 2.2803], [-3.3870, -0.3592, 3.4863], [-1.7037, -1.3024, 3.0771], [-3.2586, -1.4933, 1.9812], [-1.1227, -1.2142, 0.6611], [-0.9542, 2.5201, 0.1858], [-2.6250, 2.7969, -1.8075], [-0.9573, 3.0853, -2.7442], [-1.6971, 1.3301, -2.7479], [0.3453, -0.5857, 2.5713], [2.7688, -0.6199, 1.2893], [1.8041, -0.4022, -0.3643], [1.3569, -3.0546, 1.6683], [1.2315, -4.0232, -0.4505], [0.0685, 2.0131, 2.3761], [3.0139, 1.8093, 2.4343], [2.1473, 0.3573, 3.4224], [1.4156, 1.8289, 5.2310], [2.9303, 2.7802, 4.6357], [7.1367, 0.9225, 3.7813], [5.8664, 1.2797, 4.5250], [4.8042, 0.4370, 4.1032], [6.9925, 1.0278, 2.7010], [7.9645, 1.5662, 4.0917], [7.4131, -0.1208, 3.9653], [5.5819, 2.3161, 4.3209], [5.9985, 1.1644, 5.6052], [5.0632, -0.4803, 4.2966], [-1.8687, 5.0900, -5.6006], [-1.4541, 6.3035, -4.7948], [-1.0513, 5.9064, -3.4923], [-2.6924, 4.5636, -5.1072], [-2.1865, 5.3795, -6.6062], [-1.0406, 4.3785, -5.6836], [-2.2907, 7.0014, -4.6956], [-0.6223, 6.8280, -5.2750], [-0.3026, 5.2936, -3.5911], [-5.1205, 1.5641, -6.9133], [-3.7290, 1.4009, -6.3378], [-3.6705, 1.9741, -5.0399], [-5.3923, 2.6234, -6.9682], [-5.1811, 1.1314, -7.9158], [-5.8639, 1.0775, -6.2735], [-2.9922, 1.9073, -6.9683], [-3.4548, 0.3439, -6.2676], [-4.3225, 1.5118, -4.4858], [1.7258, 5.8778, 6.4567], [2.3935, 6.0502, 7.8052], [3.6985, 5.4913, 7.7754], [1.6640, 4.8174, 6.1907], [0.7168, 6.2994, 6.4643], [2.3077, 6.3697, 5.6704], [1.8206, 5.5386, 8.5842], [2.4707, 7.1086, 8.0724], [4.2016, 5.9581, 7.0863], [-2.3867, -4.9856, -2.0956], [-1.3985, -4.8675, -3.2374], [-0.8983, -3.5406, -3.3108], [-3.2190, -4.2876, -2.2335], [-2.7852, -6.0018, -2.0282], [-1.9109, -4.7295, -1.1433], [-1.8835, -5.1028, -4.1893], [-0.5567, -5.5531, -3.1003], [-0.4622, -3.3445, -2.4639], [6.0795, 1.8096, -0.6508], [5.5634, 2.8627, 0.3078], [4.7553, 3.7991, -0.3896], [6.6643, 2.2726, -1.4525], [6.7082, 1.0823, -0.1296], [5.2487, 1.2797, -1.1281], [6.3962, 3.4045, 0.7657], [4.9668, 2.4090, 1.1051], [4.0142, 3.3093, -0.7854], [2.3392, 9.2405, 3.6522], [3.7695, 9.2901, 4.1482], [4.0318, 8.1730, 4.9846], [1.6397, 9.2416, 4.4946], [2.1194, 10.0975, 3.0093], [2.1564, 8.3202, 3.0878], [3.9416, 10.2004, 4.7300], [4.4755, 9.2762, 3.3121], [3.8843, 7.3700, 4.4562], [1.4456, -8.7477, -2.4559], [1.5085, -8.3916, -0.9850], [0.9177, -7.1186, -0.7685], [1.9669, -7.9952, -3.0566], [1.9013, -9.7247, -2.6404], [0.4081, -8.7709, -2.8050], [2.5476, -8.3480, -0.6458], [0.9783, -9.1325, -0.3789], [-0.0071, -7.1704, -1.0652], [-5.3029, -8.1548, -0.5495], [-4.1894, -9.0687, -1.0175], [-2.9897, -8.3270, -1.1815], [-5.4671, -7.3478, -1.2712], [-6.2362, -8.7106, -0.4226], [-5.0417, -7.6819, 0.4028], [-4.4450, -9.5220, -1.9798], [-4.0103, -9.8709, -0.2949], [-2.7669, -7.9356, -0.3195], [2.8382, 5.8922, -6.5186], [2.1840, 5.7435, -5.1606], [1.7005, 4.4183, -4.9977], [2.1247, 5.6621, -7.3166], [3.2124, 6.9098, -6.6619], [3.6725, 5.1913, -6.6257], [1.3375, 6.4300, -5.0662], [2.8946, 5.9593, -4.3569], [2.4611, 3.8172, -5.0749], [-5.4795, -12.9754, 0.9612], [-5.9955, -11.9223, 1.9198], [-6.8037, -10.9859, 1.2224], [-4.8947, -12.5124, 0.1596], [-4.8507, -13.7027, 1.4824], [-6.3102, -13.5053, 0.4839], [-5.1628, -11.3805, 2.3778], [-6.5922, -12.3760, 2.7171], [-7.5448, -11.4757, 0.8266]]}